[1]
Entry from the OMol25 dataset: a gas-phase ion, C6H10N5 (charge +1) at a distorted geometry (the ωB97M-V functional and the def2-TZVPD basis).

## Properties
2S+1 = 3
orbital gap (alpha / beta) = 6.423 / 6.988 eV
charge = +1
E_HOMO (alpha / beta) = -9.605 / -12.242 eV
⟨S²⟩ = 2.017
energy relative to the best compared isomer or geometry (same formula, charge and spin) = 3.890 eV

Last columns: bonded neighbours and bond lengths (Å).
Element x y z (Å)
1 C 0.1472 -0.8877 -2.6103  C2 1.348, N7 1.395, H12 1.091
2 C 0.4316 0.4076 -2.3713  C1 1.348, N9 1.397, H13 1.063
3 C 0.8161 -0.6921 -0.5567  C5 1.509, N7 1.304, N9 1.314
4 C -0.7313 1.0700 1.3611  N8 1.212, N10 1.329
5 C 0.7526 -0.8764 0.9399  C3 1.509, N10 1.484, H14 1.049, H15 1.157
6 C 0.9499 1.6163 -0.2744  N9 1.333, H16 1.097, H17 1.147
7 N 0.2916 -1.5472 -1.3895  C1 1.395, C3 1.304, H21 1.075
8 N -1.3993 1.9225 1.9049  C4 1.212, H18 1.036
9 N 0.8300 0.5305 -1.0380  C2 1.397, C3 1.314, C6 1.333
10 N -0.4860 -0.2331 1.4429  C4 1.329, C5 1.484, N11 1.437
11 N -1.5545 -1.1547 1.7146  N10 1.437, H19 1.039, H20 1.049
12 H -0.1038 -1.3056 -3.5858  C1 1.091
13 H 0.2319 1.0114 -3.2234  C2 1.063
14 H 0.7862 -1.9037 1.1510  C5 1.049
15 H 1.5870 -0.2805 1.4760  C5 1.157
16 H 0.8475 2.6042 -0.7396  C6 1.097
17 H 1.5181 1.7754 0.7092  C6 1.147
18 H -1.4421 2.8996 1.5622  N8 1.036
19 H -2.3619 -0.6451 2.1234  N11 1.039
20 H -1.1687 -1.7644 2.4756  N11 1.049
21 H 0.0579 -2.5469 -1.0718  N7 1.075

[2]
Entry from the OMol25 dataset: 3 unconnected molecules or ions with the total composition C14H32N3O4 (the ωB97M-V functional and the def2-TZVPD basis).

## Properties
orbital gap = 8.549 eV
charge = +1
E_HOMO = -11.808 eV

Last columns: bonded neighbours and bond lengths (Å).
Element x y z (Å)
1 N 0.4496 -4.0555 -0.1868  C2 1.459, H10 1.012, H11 1.009
2 C 0.5213 -2.7987 -0.9251  N1 1.459, C3 1.556, H12 1.084, H13 1.075
3 C -0.6958 -1.8399 -0.7827  C2 1.556, C4 1.512, H14 1.083, H15 1.084
4 C -2.0195 -2.5712 -0.7942  C3 1.512, C5 1.501, N9 1.454, H16 1.090
5 C -2.1767 -3.3552 -2.0644  C4 1.501, N6 1.511, H17 1.079, H18 1.080
6 N -3.4718 -4.1326 -2.0663  C5 1.511, C7 1.500, H19 1.019, H20 1.021
7 C -4.4360 -3.7697 -0.9753  N6 1.500, C8 1.530, H21 1.079, H22 1.077
8 C -4.4163 -2.2955 -0.5658  C7 1.530, N9 1.464, H23 1.089, H24 1.080
9 N -3.1323 -1.6356 -0.8080  C4 1.454, C8 1.464, H25 1.012
10 H 0.2794 -3.9068 0.7994  N1 1.012
11 H -0.2189 -4.7134 -0.5576  N1 1.009
12 H 0.6851 -3.0043 -1.9769  C2 1.084
13 H 1.3836 -2.2863 -0.5379  C2 1.075
14 H -0.6876 -1.0584 -1.5327  C3 1.083
15 H -0.5974 -1.3601 0.1838  C3 1.084
16 H -2.0379 -3.2172 0.0839  C4 1.090
17 H -1.3340 -3.9866 -2.2976  C5 1.079
18 H -2.2521 -2.6149 -2.8473  C5 1.080
19 H -3.9048 -4.0659 -2.9864  N6 1.019
20 H -3.2401 -5.1212 -1.9578  N6 1.021
21 H -5.4234 -3.9971 -1.3464  C7 1.079
22 H -4.2712 -4.4103 -0.1257  C7 1.077
23 H -4.6410 -2.2915 0.4997  C8 1.089
24 H -5.2333 -1.7707 -1.0386  C8 1.080
25 H -2.9858 -0.8921 -0.1378  N9 1.012
26 O 1.6706 -0.4723 0.8276  C27 1.207
27 C 2.4066 0.3287 0.3045  O26 1.207, O28 1.342, C31 1.509
28 O 2.1533 0.6984 -0.9600  C27 1.342, C29 1.438
29 C 2.8293 1.7893 -1.6087  O28 1.438, C30 1.513, H32 1.090, H33 1.088
30 C 4.1159 1.3443 -2.2696  C29 1.513, H34 1.090, H35 1.089, H36 1.090
31 C 3.6365 0.8541 1.0027  C27 1.509, H37 1.089, H38 1.087, H39 1.087
32 H 2.9849 2.6123 -0.9117  C29 1.090
33 H 2.1271 2.1429 -2.3614  C29 1.088
34 H 4.8386 0.9802 -1.5398  C30 1.090
35 H 4.5672 2.1746 -2.8117  C30 1.089
36 H 3.9196 0.5345 -2.9723  C30 1.090
37 H 4.4770 0.2005 0.7728  C31 1.089
38 H 3.4570 0.8265 2.0742  C31 1.087
39 H 3.8907 1.8778 0.7398  C31 1.087
40 O 2.4856 6.1008 2.0408  C41 1.198
41 C 1.5367 5.4282 2.3295  O40 1.198, O42 1.353, C45 1.512
42 O 1.7469 4.1686 2.7766  C41 1.353, C43 1.428
43 C 0.7115 3.3371 3.3024  O42 1.428, C44 1.514, H46 1.090, H47 1.089
44 C 0.0366 2.5454 2.2027  C43 1.514, H48 1.091, H49 1.091, H50 1.088
45 C 0.1186 5.9159 2.1373  C41 1.512, H51 1.089, H52 1.086, H53 1.088
46 H 0.0030 3.9149 3.8965  C43 1.090
47 H 1.2163 2.6593 3.9892  C43 1.089
48 H -0.4737 3.1961 1.4915  C44 1.091
49 H -0.6940 1.8502 2.6177  C44 1.091
50 H 0.7759 1.9708 1.6477  C44 1.088
51 H -0.2194 5.6332 1.1411  C45 1.089
52 H 0.1229 6.9999 2.2079  C45 1.086
53 H -0.5843 5.5385 2.8769  C45 1.088

One value per record, in order, for molecular weight: 152.2; 306.4 g/mol.